Entry 1:
C15H46N2O9 | ωB97M-V/def2-TZVPD

The geometry in XYZ format:
```
72
Properties=species:S:1:pos:R:3:forces:R:3
H 1.4512 -4.2264 -0.9234 -0.101 -0.023 0.209
H -2.9002 4.3854 -3.5390 0.463 0.623 0.071
H -4.4416 -4.1565 0.6749 -0.258 -0.182 0.143
C 2.8369 3.3070 8.4985 -0.174 -0.785 -1.450
H -5.4005 6.1432 -4.1504 -0.532 -0.620 0.365
O 4.6605 -2.9186 5.5765 0.226 0.074 0.204
C 4.5559 2.2374 6.9257 -0.682 0.459 0.266
H 4.0965 -3.6849 5.6815 -0.130 -0.198 0.007
C -4.9888 -2.9591 -0.9905 1.237 -0.025 1.108
C 2.0817 -5.0992 -1.0930 -0.628 -0.492 -1.553
H 2.0753 1.3652 -6.3413 -0.334 -0.005 -0.066
H 4.8212 1.5875 6.0918 -0.346 0.318 -0.428
C -3.8411 4.8219 -3.2039 -2.443 0.166 0.032
O 2.4984 3.2069 6.0293 -0.428 0.792 0.411
O 4.4952 0.4580 -6.0860 -0.711 -0.043 -0.458
C -4.5544 3.6848 -2.4236 -0.411 -0.155 -1.412
H -3.0974 -2.9652 -1.4832 0.017 0.045 0.050
H -5.1120 -1.8868 -1.1425 -0.175 0.164 -0.662
C -4.4886 -3.0917 0.4464 -1.486 -0.828 0.717
C 3.3246 -0.0405 -5.3694 0.592 1.706 -0.060
O 2.5711 -5.3200 1.1574 0.637 -1.136 0.636
H 0.9591 -7.3615 1.2949 -0.354 -0.189 -0.103
H -3.4675 -2.7748 0.6582 -0.158 0.682 -0.416
H -4.0159 6.0512 -5.0886 0.594 -0.297 0.027
H -4.0746 6.6601 -2.7361 0.199 0.260 0.340
H 1.8197 3.5677 8.7907 -0.320 -0.260 -0.658
H 0.0412 -5.9150 0.8724 -0.089 0.012 -0.090
H 3.3502 4.2645 8.4091 0.264 -0.097 -0.098
H 0.1850 -7.2120 -0.3442 0.035 -0.156 0.094
H 5.3356 0.1612 -5.7292 -0.249 -0.240 0.392
H -5.2074 -2.6226 1.1183 0.207 0.069 0.395
N 0.7691 -0.0223 1.4492 1.682 -0.097 -1.949
O 1.7481 0.7059 1.5982 1.145 2.403 0.832
H -1.1191 5.0650 -0.1453 -0.662 -0.478 -0.308
C 3.0496 2.4806 7.1125 0.842 -0.248 0.924
H 2.7192 -6.9202 -0.1161 0.347 0.242 -0.072
H -4.6053 2.8001 -3.0583 0.404 -0.274 0.023
H 4.8791 1.6469 7.7830 0.442 0.596 0.302
H -7.1253 -3.4560 -0.7925 0.033 0.607 0.010
N -0.2821 4.7710 0.3375 0.296 0.337 0.640
C 3.2435 0.7240 -4.0162 -0.519 -1.880 0.074
H -0.2298 3.8179 0.6677 -0.423 -1.299 -0.472
H -6.4824 -3.6045 -2.4268 0.152 -0.562 0.050
C -6.2517 -3.7546 -1.3721 0.634 0.566 1.172
H 2.7208 2.8265 5.1763 0.191 -0.395 0.140
H -0.2420 5.2811 1.2083 0.309 0.770 0.284
O -3.8736 -3.4858 -1.7023 -0.338 -0.158 -1.670
H -6.1094 -4.7677 -0.9962 0.173 -0.359 -0.876
H 4.9440 3.2496 6.8116 0.935 -0.299 0.201
C -4.6346 5.4258 -4.4450 0.996 -0.965 0.534
H 1.6950 -5.6081 -1.9759 -0.110 0.149 -0.350
H -5.6129 3.8634 -2.2344 0.089 0.592 0.273
C 0.6877 -6.6972 0.4745 1.042 0.849 -0.367
H 2.2690 0.5148 -3.5750 -0.246 0.133 0.029
H 1.1829 -0.1587 -5.9275 0.093 0.203 0.358
H 2.2943 -0.1260 -7.2640 0.101 0.068 -0.058
H -5.0033 4.6014 -5.0553 -0.365 0.249 -0.031
H 3.9176 0.2021 -3.3370 0.370 0.510 0.176
H 4.2626 -2.4241 4.8600 -0.118 0.146 -0.242
H 3.2067 2.7789 9.3774 0.414 -0.227 -0.320
O -3.7586 5.8909 -2.2565 1.059 0.204 -0.035
H 3.0802 -4.7468 -1.3519 0.084 -0.136 0.324
H 3.3889 1.8042 -4.0124 0.246 -0.203 -0.505
O -0.1509 0.3193 0.7164 -2.396 1.510 -0.807
H 2.7072 1.4461 7.0840 -1.158 0.115 0.657
H 0.5189 4.9588 -0.2483 0.495 0.125 -0.117
O 0.8501 -1.1564 1.8220 -0.541 -3.298 1.828
H 2.2104 -4.4318 1.2076 -0.311 0.018 -0.324
H 3.4415 -1.1160 -5.2364 -0.151 -0.021 0.288
C 2.0527 -6.0714 0.0372 -0.576 0.940 1.628
H -4.0490 3.4274 -1.4927 0.079 0.158 -0.104
C 2.1218 0.2788 -6.2667 0.800 -0.228 -0.152
```
Forces are in eV/Å.

ΔE to the lowest compared entry with this formula, charge and spin (eV): 5.354
Multiplicity: 1



Entry 2:
C7H18Cl6O4 | ωB97M-V/def2-TZVPD

The geometry in XYZ format:
```
35
Properties=species:S:1:pos:R:3:forces:R:3
O 0.1697 3.0866 -4.3114 0.219 -0.417 -0.103
H 0.4430 1.3686 -3.1597 -0.011 0.063 0.134
H 1.9350 2.1556 -3.6815 -0.029 0.102 -0.042
H -0.0822 3.2404 -1.6831 0.023 0.624 0.059
Cl 0.0683 -4.8837 0.7561 -0.146 0.052 -0.023
H 0.3465 -0.2487 2.0889 0.343 0.224 0.068
C 0.9070 2.3468 -3.3421 -0.067 0.420 0.220
H -2.8409 0.2953 0.1760 -0.037 -0.071 -0.514
H -4.2743 -1.2816 0.7158 -0.366 0.076 0.086
H -2.3558 -2.3208 0.8921 0.063 -0.182 -0.043
H 3.1961 -0.3362 6.0395 -0.132 -0.203 0.092
Cl 1.9556 0.5515 0.4814 -0.306 -0.274 0.323
H 2.2012 -4.0077 0.6033 0.066 0.013 -0.220
H -1.4129 -1.0364 -1.4683 0.131 -0.201 0.063
C -3.2424 -0.3488 -0.6181 -0.286 0.009 1.264
C 0.9393 3.1649 -2.0476 0.725 -1.255 -0.480
O 1.5528 4.4191 -2.2163 -0.539 0.538 0.128
H 1.0186 -2.7222 0.7897 -0.303 0.086 -0.312
C -2.2244 -1.4453 -0.8650 -0.417 -0.373 -0.081
Cl 2.4176 -0.5401 3.8463 0.057 0.016 -0.026
H -2.6786 -2.3120 -1.3587 -0.016 0.373 -0.440
H 0.2664 2.6192 -5.1487 -0.138 0.177 0.020
H 2.1907 1.0405 5.5758 -0.095 -0.015 -0.132
O -4.5009 -0.8553 -0.1170 0.570 -0.119 -0.459
O -1.6512 -1.9619 0.3447 -0.067 0.341 0.059
H 1.5104 2.5774 -1.3182 -0.246 -0.032 0.049
H 2.4537 4.3024 -2.5253 0.035 -0.155 -0.026
H -3.4320 0.2758 -1.4869 -0.144 -0.257 -0.186
C 0.3364 0.0723 1.0541 -0.183 -0.201 -0.403
Cl -0.8393 1.3816 0.8981 0.354 0.433 0.213
H -0.0515 -0.7417 0.4483 0.387 0.177 0.014
Cl 0.8670 -0.7412 6.3358 0.240 0.032 -0.052
Cl 1.2942 -3.4254 -1.5050 -0.113 0.109 0.683
C 1.2317 -3.6505 0.2738 0.452 -0.264 -0.098
C 2.2852 -0.0385 5.5332 -0.021 0.156 0.165
```
Forces are in eV/Å.

SMILES: ClCCl.ClCCl.ClCCl.OCCO.OCCO
ΔE to the lowest compared entry with this formula, charge and spin (eV): 0.364
Multiplicity: 1



Entry 3:
C4H9ClN2 | ωB97M-V/def2-TZVPD

The geometry in XYZ format:
```
16
Properties=species:S:1:pos:R:3:forces:R:3
C -0.7228 1.2955 1.5910 1.323 -1.196 0.893
H 0.7213 -1.9187 0.2393 0.764 0.415 0.057
Cl 2.2550 1.1043 0.3350 0.876 -0.133 0.724
N 1.0874 0.4668 -1.8651 0.904 -1.612 1.696
C -1.9077 -0.4712 0.1064 1.569 -2.090 -0.911
H 2.3973 -1.6212 -0.1650 0.182 -0.741 0.420
C -0.8584 0.3684 0.6868 2.888 0.150 -2.697
H -2.8925 -0.2999 0.4349 -1.328 0.558 0.626
N 1.4249 -1.4317 -0.3093 -0.231 1.637 -0.564
H 0.3010 1.5819 1.9552 -1.120 0.203 -0.605
H 1.9170 0.9843 -2.1430 -1.136 0.432 -0.420
H -1.5396 1.3137 2.2807 -0.608 0.869 0.553
H 0.1299 0.6739 -2.0623 0.183 0.672 -0.634
H -1.6440 -1.5196 0.4458 -0.454 0.814 -0.528
C 1.2470 -0.0147 -0.5122 -3.959 -0.212 0.337
H -1.9160 -0.5119 -1.0181 0.147 0.232 1.056
```
Forces are in eV/Å.

ΔE to the lowest compared entry with this formula, charge and spin (eV): 3.583
Multiplicity: 1



Entry 4:
H4N3O3Si | ωB97M-V/def2-TZVPD

The geometry in XYZ format:
```
11
Properties=species:S:1:pos:R:3:forces:R:3
O 1.6345 -1.3268 -0.5365 -0.430 0.276 0.440
Si -1.9023 0.0092 0.4040 -1.652 0.606 -0.906
H 0.3428 0.1921 -1.3825 0.588 -0.049 1.606
O -0.9310 1.2472 0.3808 0.581 0.349 -0.372
N 0.6668 0.9827 -0.7702 0.022 2.115 -0.507
N 1.6665 0.9084 0.0006 -1.782 0.465 -1.267
H -1.6717 -0.9062 -0.8080 -0.413 0.185 0.406
N 2.1276 -0.3942 0.0958 2.111 -2.209 -0.517
H -3.4969 0.5705 0.3578 1.718 -1.049 0.124
O 3.2066 -0.4955 0.6634 -0.355 -0.027 0.454
H -1.6428 -0.7876 1.5949 -0.389 -0.662 0.538
```
Forces are in eV/Å.

ΔE to the lowest compared entry with this formula, charge and spin (eV): 0.609
Multiplicity: 1
Net charge: -1



Entry 5:
C4H12NO2 | ωB97M-V/def2-TZVPD

The geometry in XYZ format:
```
19
Properties=species:S:1:pos:R:3:forces:R:3
H 1.2582 -0.2815 -2.3394 0.181 -0.028 -0.207
H 2.2795 0.6318 -1.0484 -0.264 -0.251 0.175
C 1.0995 -1.1923 -0.3718 0.689 -0.258 -0.222
C -2.4105 1.1633 -0.6708 1.716 0.983 0.701
C 1.5353 -0.1197 -1.3078 0.218 -0.060 -0.213
H 2.6164 -0.9415 0.7034 0.090 0.346 1.168
H 4.3831 0.2162 1.3751 -0.176 -0.072 0.069
O 1.6454 -1.2526 0.9026 0.329 0.209 -1.541
H 0.8772 -2.1524 -0.8648 -0.277 0.166 0.289
H 0.3442 -0.2426 -0.7378 -0.676 -0.005 0.829
H -3.0139 1.8290 -0.0433 -0.804 0.102 0.684
H -1.5737 1.9300 -0.9362 -0.147 -0.590 0.161
H -1.2923 0.6504 1.7370 -0.870 0.105 0.254
H -2.9376 1.0808 -1.5860 -0.760 -0.313 -1.368
O 4.0573 -0.2410 0.5927 0.156 -0.184 -0.207
H -1.6793 -1.0141 1.7184 -0.152 -0.496 -0.145
N -2.0127 -0.0627 -0.1192 -0.423 -0.669 -0.283
H -3.1312 0.0792 1.7007 1.126 0.221 0.135
C -2.0449 -0.0805 1.2957 0.043 0.797 -0.279
```
Forces are in eV/Å.

ΔE to the lowest compared entry with this formula, charge and spin (eV): 4.505
Multiplicity: 2
Net charge: -2



Entry 6:
C16H49FeO9 | ωB97M-V/def2-TZVPD

The geometry in XYZ format:
```
75
Properties=species:S:1:pos:R:3:forces:R:3
H 3.8191 2.0114 0.1142 -0.038 -0.052 -0.240
H -3.5711 -1.4231 -2.8700 0.001 0.147 -0.050
H 2.6667 -0.7211 3.1883 0.093 -0.068 0.132
O 1.8927 2.0356 -0.1218 0.245 0.382 0.125
O 0.2698 -0.1918 -0.0940 0.149 0.364 -0.011
C 2.0789 4.1771 0.9649 -0.235 0.086 0.026
O 4.7667 1.9424 0.2939 0.163 -0.032 0.194
O -2.1260 1.8240 -0.2546 0.247 -0.061 -0.367
H 2.4600 2.2820 1.8753 0.093 -0.045 -0.132
H 1.4942 -0.7790 -5.2192 0.093 0.029 -0.281
C -3.3694 -4.0077 0.8162 0.007 0.057 -0.091
H 0.0601 0.2193 -5.5735 -0.029 -0.154 0.073
Fe -1.7448 -0.2417 -0.0036 0.924 -0.166 0.190
C -2.0805 3.2042 -2.2735 -0.040 -0.446 0.459
H -2.9774 -4.5571 -0.0409 0.010 -0.013 0.013
H -3.1100 0.2841 5.1929 0.044 -0.147 0.130
H -0.8802 0.2330 2.5158 0.448 -0.272 -0.047
C -2.2991 -3.1313 1.4399 -0.221 -0.352 0.105
H 3.0615 4.3287 0.5204 0.049 -0.050 0.065
H -2.7935 1.6123 3.2297 0.146 -0.004 -0.026
H -3.7219 -4.7453 1.5372 0.022 0.046 0.067
C 4.4282 -0.4299 -0.1349 -0.119 -0.069 0.451
H 0.7693 2.5470 1.5465 -0.067 0.159 -0.101
O 0.6371 -0.2163 -2.9206 -0.288 0.040 0.326
C 5.2566 0.8132 -0.4030 -0.141 0.084 -0.463
C -2.3893 -0.0979 4.4706 0.163 0.063 -0.114
H 1.8089 -3.0391 3.8431 -0.019 0.022 0.077
H -1.0390 -3.1207 -3.0602 -0.007 -0.113 -0.080
C -2.1222 -3.0105 -3.0167 -0.348 -0.073 0.121
H -0.8832 -0.6523 -2.3918 0.083 0.228 -0.197
H 1.5921 -0.6807 4.6155 0.176 0.332 -0.049
H -1.5737 -3.7469 1.9741 0.051 0.110 0.035
H -2.2441 -1.1082 -4.0179 -0.146 0.040 -0.029
H 1.6382 0.8840 -5.9059 0.171 -0.151 -0.006
H -2.6594 2.4113 0.2884 -0.103 -0.164 0.106
O -1.5988 -2.3267 0.4722 -0.258 -0.006 0.106
H 0.1466 -2.3927 3.7219 0.066 -0.096 0.163
C 1.6519 -0.8842 3.5478 -0.451 -0.479 -0.003
C 1.1678 -2.3146 3.3434 -0.133 0.154 -0.390
O -1.7987 -0.7878 -2.0470 -0.317 0.014 0.204
H 2.1971 0.9705 -3.4935 0.021 0.143 -0.174
C 1.1707 0.7793 -3.8098 -0.128 -0.155 -0.131
H 1.0314 0.0876 1.9513 -0.068 0.010 -0.081
H 2.0521 4.6520 1.9464 0.092 0.094 -0.041
H -2.5182 -3.4997 -2.1244 0.197 0.141 0.137
O 0.7793 0.0420 2.8842 0.112 0.195 0.050
C 1.7735 2.7102 1.1341 -0.098 -0.146 0.164
C -1.2814 2.6577 -1.1050 -0.101 0.343 -0.153
H 0.5881 1.7040 -3.7509 0.087 0.042 0.191
H 1.1143 -2.5797 2.2822 0.184 0.058 0.003
H 6.2965 0.6655 -0.1155 -0.036 0.021 0.229
H 4.9165 -1.3317 -0.5050 -0.065 0.007 -0.100
H -2.5898 -3.5446 -3.8456 0.201 0.111 -0.169
H -2.4900 2.3892 -2.8715 0.079 -0.024 -0.033
H 4.2799 -0.5417 0.9447 0.167 -0.042 -0.010
H -0.8935 3.4605 -0.4761 0.063 0.001 -0.057
H -2.9230 3.7700 -1.8719 0.066 0.261 -0.274
H -2.7498 -2.4341 2.1443 0.156 0.061 0.033
O -1.7688 0.1968 2.1072 -0.569 -0.089 -0.028
H -0.4284 2.0653 -1.4212 -0.082 -0.222 0.103
H -1.4402 3.8174 -2.9035 -0.111 0.184 0.012
H -0.9507 -2.8611 0.0024 -0.030 0.022 -0.108
H -3.7081 0.1835 2.8042 0.099 -0.080 -0.172
H 1.4144 1.1932 -0.0545 -0.259 -0.244 -0.078
H -4.2327 -3.4234 0.4960 0.053 0.015 -0.091
H 1.3409 4.6726 0.3302 0.011 -0.053 -0.023
H -2.4295 -1.1873 4.4480 -0.160 0.004 -0.055
H -1.3862 0.1727 4.8057 -0.047 0.160 -0.026
H 5.2746 1.0143 -1.4837 -0.024 -0.019 0.034
C 1.0933 0.2330 -5.2236 -0.080 0.204 0.365
H 0.8544 -0.9345 0.0920 -0.288 -0.165 -0.057
H 0.7310 0.0648 -1.9890 0.285 -0.067 -0.001
C -2.5057 -1.5448 -3.0540 0.046 -0.193 0.128
C -2.7228 0.5249 3.1292 -0.343 0.073 0.129
H 3.4267 -0.3473 -0.5663 0.085 0.003 -0.208
```
Forces are in eV/Å.

ΔE to the lowest compared entry with this formula, charge and spin (eV): 0.000
Multiplicity: 5
Net charge: +1